Entry 1:
Formula: C23H35F6IrN6O4S3Si3
Source: the Open Molecules 2025 dataset
Level of theory: wB97M-V/def2-TZVPD

Structure (XYZ):
```
81
C23H35F6IrN6O4S3Si3, DFT wB97M-V/def2-TZVPD
Ir 0.316 0.137 0.292
N 3.821 -1.000 -1.832
C 2.612 -0.733 -1.361
S 2.402 -0.663 0.389
N 1.617 -0.586 -2.220
N 0.461 -0.256 -1.630
C -0.606 -0.100 -2.345
C -1.704 0.539 -1.652
C -2.935 0.678 -2.400
C -4.182 0.566 -1.917
C -4.689 0.371 -0.562
C -4.102 -0.087 0.552
N -1.463 0.929 -0.424
H 4.621 -0.842 -1.238
H 3.962 -0.944 -2.829
H -0.593 -0.332 -3.401
H -2.812 0.717 -3.476
H -4.965 0.615 -2.667
H -5.738 0.642 -0.482
H -4.826 -0.098 1.374
C -2.537 0.229 2.950
Si -2.674 -0.949 1.483
C -3.717 -2.429 2.001
C -2.123 2.121 0.123
C -0.912 -1.530 0.922
Si -1.090 -3.042 -0.261
C -2.375 -2.782 -1.611
C -1.735 -4.547 0.669
C 0.523 -3.603 -1.044
Si -0.107 -2.146 2.538
C 1.375 -3.269 2.309
C -1.099 -2.983 3.891
C 0.480 -0.498 3.271
C 0.832 -0.310 4.599
C 1.349 0.902 5.028
C 1.519 1.912 4.098
C 1.150 1.683 2.787
N 0.626 0.514 2.385
H -3.514 0.663 3.171
H -1.842 1.053 2.791
H -2.207 -0.285 3.853
H -4.497 -2.063 2.674
H -3.180 -3.217 2.518
H -4.218 -2.868 1.136
H -2.192 2.040 1.203
H -3.114 2.274 -0.287
H -1.483 2.963 -0.133
H -3.255 -2.225 -1.281
H -2.721 -3.775 -1.913
H -1.989 -2.301 -2.510
H -2.801 -4.488 0.873
H -1.222 -4.792 1.600
H -1.584 -5.397 -0.004
H 1.364 -2.943 -0.879
H 0.394 -3.720 -2.122
H 0.804 -4.578 -0.641
H 1.076 -4.265 1.978
H 1.853 -3.381 3.285
H 2.127 -2.905 1.615
H -1.446 -3.975 3.601
H -1.951 -2.420 4.264
H -0.403 -3.132 4.721
H 0.697 -1.123 5.300
H 1.622 1.052 6.064
H 1.941 2.872 4.361
H 1.281 2.441 2.033
F -0.210 4.737 -1.055
C 0.895 4.756 -0.303
F 1.563 5.864 -0.539
F 0.530 4.712 0.980
S 1.910 3.277 -0.734
O 1.144 2.167 -0.137
O 2.004 3.240 -2.157
N 3.156 3.617 0.107
S 4.512 2.791 0.166
O 5.100 2.946 1.453
O 4.376 1.477 -0.411
C 5.602 3.722 -1.008
F 5.305 3.392 -2.262
F 6.866 3.399 -0.760
F 5.442 5.029 -0.851
```

Output
Electronic energy (eV): -116826.7936
Gap between HOMO and LUMO (alpha / beta) (eV): 7.26 / 6.28
Energy relative to the best compared isomer or geometry (same formula, charge and spin) (kJ/mol): 183.4
Spin multiplicity: 2
Total charge: +1
HOMO (alpha / beta) (eV): -12.083 / -12.143



Entry 2:
Formula: C23H35MnNOP2
Source: the Open Molecules 2025 dataset
Level of theory: wB97M-V/def2-TZVPD

Structure (XYZ):
```
63
C23H35MnNOP2, DFT wB97M-V/def2-TZVPD
C 4.373 0.257 -1.688
C 3.208 0.755 -1.118
C 2.210 1.298 -1.996
C 2.174 0.886 -3.394
C 3.261 0.054 -3.809
C 4.406 -0.080 -3.037
C 1.049 1.328 -4.192
C -0.025 2.039 -3.532
C 0.141 2.426 -2.119
C -0.952 3.029 -1.416
C -1.993 3.564 -2.152
C -2.150 3.269 -3.498
C -1.289 2.370 -4.113
H 5.266 0.187 -1.073
H 3.138 -0.601 -4.665
H 5.317 -0.506 -3.443
H 0.803 0.756 -5.093
H -2.649 4.257 -1.645
H -2.997 3.695 -4.020
H -1.666 1.814 -4.968
N 1.254 2.070 -1.469
Mn -0.712 -1.089 0.576
C 3.052 0.775 0.400
H 2.666 1.750 0.738
H 4.005 0.582 0.943
C -0.944 3.189 0.108
H 0.075 3.356 0.486
H -1.576 4.030 0.445
P 1.798 -0.567 0.897
P -1.619 1.718 0.910
C -3.398 1.746 0.840
H -3.796 0.796 1.223
H -3.765 2.577 1.461
H -3.745 1.867 -0.193
C -1.054 1.543 2.587
H -1.769 2.045 3.251
H -1.004 0.475 2.858
H -0.055 1.981 2.710
C 2.836 -2.064 0.651
H 3.760 -2.018 1.255
H 2.247 -2.949 0.944
H 3.098 -2.144 -0.417
C 1.750 -0.437 2.734
H 0.892 -1.045 3.068
H 2.679 -0.834 3.160
H 1.604 0.612 3.025
H -0.620 -1.611 -0.851
H -1.192 0.619 -0.027
C -0.275 -4.393 2.560
C -0.806 -3.779 1.290
O -1.227 -2.465 1.870
C -2.580 -2.231 2.364
C -3.716 -2.329 1.345
H 0.444 -3.679 3.002
H 0.197 -5.357 2.390
H -1.116 -4.480 3.268
H -0.047 -3.583 0.504
H -1.653 -4.294 0.815
H -2.682 -2.921 3.208
H -2.527 -1.198 2.739
H -3.664 -3.256 0.761
H -4.666 -2.328 1.899
H -3.774 -1.480 0.641
```

Output
Electronic energy (eV): -77835.9856
Gap between HOMO and LUMO (alpha / beta) (eV): 5.98 / 6.76
Spin multiplicity: 4
Total charge: +2
HOMO (alpha / beta) (eV): -12.856 / -12.851



Entry 3:
Formula: C23H35N3O4
Source: the Open Molecules 2025 dataset
Level of theory: wB97M-V/def2-TZVPD

Structure (XYZ):
```
65
C23H35N3O4, DFT wB97M-V/def2-TZVPD
C 3.151 7.050 -2.550
O 2.294 6.263 -1.762
C 1.553 5.282 -2.372
C 1.577 5.049 -3.740
C 0.777 4.073 -4.310
C -0.063 3.321 -3.517
C -0.092 3.522 -2.144
C -1.003 2.673 -1.295
N -0.885 1.272 -1.679
C -1.956 0.435 -1.188
C -1.939 0.311 0.340
N -0.590 0.042 0.789
C 0.545 0.225 0.095
O 1.633 -0.033 0.586
C 0.414 0.718 -1.343
C 0.806 -0.423 -2.319
C 0.382 -1.804 -1.838
O -0.659 -2.335 -2.181
N 1.283 -2.404 -1.032
C 0.966 -3.630 -0.333
C 0.329 -3.348 1.030
C 0.011 -4.631 1.791
C -0.650 -4.355 3.141
C -0.833 -5.629 3.975
C -2.006 -5.300 4.890
C -2.971 -4.581 3.950
C -2.068 -3.754 3.022
C 0.722 4.492 -1.554
O 0.607 4.626 -0.194
C 1.733 5.008 0.568
H 3.633 7.737 -1.856
H 3.916 6.443 -3.047
H 2.597 7.624 -3.300
H 2.215 5.640 -4.378
H 0.811 3.915 -5.377
H -0.695 2.557 -3.939
H -2.038 2.976 -1.475
H -0.772 2.851 -0.236
H -1.842 -0.552 -1.640
H -2.912 0.852 -1.511
H -2.302 1.238 0.804
H -2.590 -0.508 0.660
H -0.471 -0.274 1.743
H 1.150 1.518 -1.475
H 1.887 -0.416 -2.456
H 0.318 -0.218 -3.272
H 2.009 -1.832 -0.624
H 0.268 -4.187 -0.963
H 1.885 -4.210 -0.213
H 1.010 -2.727 1.617
H -0.588 -2.781 0.863
H 0.936 -5.189 1.957
H -0.650 -5.256 1.186
H -0.013 -3.662 3.699
H 0.070 -5.896 4.522
H -1.098 -6.463 3.321
H -2.448 -6.185 5.346
H -1.681 -4.627 5.685
H -3.689 -3.961 4.487
H -3.529 -5.317 3.371
H -2.065 -2.706 3.322
H -2.427 -3.803 1.994
H 1.907 6.085 0.524
H 1.498 4.719 1.593
H 2.634 4.482 0.243
```

Output
Electronic energy (eV): -37079.8752
Gap between HOMO and LUMO (eV): 8.96
Energy relative to the best compared isomer or geometry (same formula, charge and spin) (kJ/mol): 89.9
SMILES: COc1cccc(CN2CCNC(=O)[C@H]2CC(=O)NCCCC2CCCC2)c1OC
HOMO (eV): -8.240



Entry 4:
Formula: C23H35N4O3
Source: the Open Molecules 2025 dataset
Level of theory: wB97M-V/def2-TZVPD

Structure (XYZ):
```
65
C23H35N4O3, DFT wB97M-V/def2-TZVPD
C 5.110 1.701 1.867
C 6.329 1.431 0.993
C 5.978 0.862 -0.382
C 5.346 -0.529 -0.337
O 3.932 -0.392 -0.220
C 3.155 -1.503 -0.261
C 3.648 -2.807 -0.285
C 2.788 -3.889 -0.326
C 1.418 -3.702 -0.344
C 0.911 -2.415 -0.321
C 1.762 -1.324 -0.283
N 1.171 0.012 -0.257
C 1.526 0.822 -1.450
C 1.175 2.297 -1.191
N 0.073 2.324 -0.255
C -0.783 3.496 -0.274
C -2.223 3.097 0.061
C -2.741 2.045 -0.933
N -3.369 0.927 -0.265
C -4.721 0.856 0.011
O -5.528 1.703 -0.242
C -4.914 -0.485 0.696
C -5.715 -1.569 -0.029
C -5.067 -2.849 0.515
C -3.584 -2.488 0.707
N -3.573 -1.035 0.735
C -2.710 -0.244 0.070
O -1.541 -0.494 -0.187
C 0.527 1.958 1.074
C 1.485 0.766 0.976
H 4.565 0.782 2.068
H 4.445 2.412 1.380
H 5.419 2.125 2.818
H 6.997 0.737 1.506
H 6.875 2.364 0.847
H 5.296 1.538 -0.902
H 6.893 0.796 -0.972
H 5.572 -1.074 -1.261
H 5.739 -1.095 0.516
H 4.710 -2.982 -0.269
H 3.200 -4.886 -0.343
H 0.751 -4.547 -0.375
H -0.154 -2.243 -0.332
H 0.129 -0.100 -0.263
H 0.962 0.426 -2.296
H 2.592 0.713 -1.647
H 2.056 2.842 -0.815
H 0.874 2.765 -2.129
H -0.439 4.267 0.430
H -0.765 3.924 -1.277
H -2.264 2.687 1.071
H -2.855 3.983 0.043
H -3.484 2.476 -1.606
H -1.905 1.642 -1.509
H -5.304 -0.330 1.709
H -6.779 -1.512 0.180
H -5.564 -1.484 -1.106
H -5.195 -3.691 -0.160
H -5.514 -3.107 1.474
H -3.182 -2.890 1.639
H -2.960 -2.838 -0.120
H 1.037 2.794 1.583
H -0.348 1.688 1.668
H 1.367 0.102 1.833
H 2.527 1.084 0.921
```

Output
Electronic energy (eV): -36517.8222
Gap between HOMO and LUMO (eV): 10.02
Energy relative to the best compared isomer or geometry (same formula, charge and spin) (kJ/mol): 9.4
SMILES: CCCCOc1ccccc1[NH+]1CCN(CCCN2C(=O)[C@H]3CCCN3C2=O)CC1
Total charge: +1
HOMO (eV): -11.784